(1)
ORCA calculation (ωB97M-V/def2-TZVPD) on 8 unconnected molecules or ions with the total composition C16H48O8 in a non-equilibrium geometry.

ORCA input file:
```
! RIJCOSX wB97M-V def2-TZVPD def2/J DEFGRID3
* xyz 0 1
C -2.126 3.715 -5.222
C -2.441 2.706 -4.113
C -1.300 1.832 -3.698
O -2.997 3.402 -2.989
H -1.767 3.248 -6.136
H -1.427 4.455 -4.824
H -3.025 4.302 -5.427
H -3.228 2.030 -4.474
H -0.367 2.282 -3.353
H -1.062 1.112 -4.482
H -1.599 1.202 -2.853
H -3.813 3.817 -3.278
C 3.753 -2.758 -0.085
C 2.813 -3.899 -0.452
C 1.745 -4.038 0.631
O 2.146 -3.611 -1.665
H 4.206 -2.841 0.900
H 3.175 -1.830 -0.106
H 4.533 -2.610 -0.836
H 3.368 -4.836 -0.507
H 1.247 -3.075 0.787
H 2.133 -4.326 1.617
H 0.971 -4.781 0.432
H 1.878 -2.690 -1.743
C 3.075 -0.724 2.562
C 2.365 0.174 3.554
C 2.540 -0.220 5.020
O 2.898 1.495 3.412
H 2.727 -1.759 2.590
H 4.137 -0.747 2.827
H 2.961 -0.343 1.550
H 1.293 0.116 3.331
H 2.053 0.489 5.687
H 3.577 -0.376 5.317
H 2.021 -1.173 5.169
H 2.327 2.017 2.840
C 2.103 0.048 -4.765
C 2.873 -0.474 -3.558
O 2.063 -0.164 -2.399
H 1.107 -0.394 -4.734
H 2.565 -0.281 -5.700
H 2.006 1.132 -4.718
H 3.891 -0.082 -3.571
H 2.851 -1.563 -3.512
H 2.215 0.734 -2.085
C 0.342 3.980 3.069
C -0.473 2.835 2.417
O 0.247 2.182 1.391
H 1.395 3.833 2.841
H 0.167 4.129 4.130
H 0.048 4.911 2.571
H -1.494 3.138 2.166
H -0.685 2.150 3.249
H 0.157 2.724 0.598
C -5.296 -0.034 0.191
O -5.727 -1.342 0.456
H -6.103 0.633 -0.138
H -4.964 0.434 1.123
H -4.481 0.092 -0.526
H -5.568 -1.910 -0.301
C -3.350 -2.729 2.954
O -4.675 -2.578 3.435
H -2.686 -3.069 3.751
H -3.316 -3.548 2.220
H -2.929 -1.816 2.526
H -5.162 -2.171 2.709
C -1.058 -0.608 0.058
O -0.916 -0.425 1.458
H -1.599 -1.542 -0.088
H -1.603 0.213 -0.418
H -0.069 -0.696 -0.406
H -0.662 0.498 1.624
*
```

Calculated values
HOMO level	-9.68	eV

=====

(2)
ORCA calculation (ωB97M-V/def2-TZVPD) on a molecular structure, C2H2Cl2N2 in a non-equilibrium geometry.

ORCA input file:
```
! RIJCOSX wB97M-V def2-TZVPD def2/J DEFGRID3
* xyz 0 1
C 0.445 1.136 -0.780
C -0.469 -0.858 -1.129
N 1.446 1.035 -0.012
N -1.371 -1.035 -0.339
Cl 2.067 -0.572 1.075
Cl -2.157 0.295 1.232
H 2.013 1.854 0.254
H -1.974 -1.853 -0.301
*
```

Calculated values
HOMO level (spin up / spin down)	-10.12 / -9.36	eV

=====

Calculated values (eV) of energy above the lowest of the compared OMol25 structures with the same formula, charge and spin for the records, taken in order: 2.645, 5.500.